Record 1
{"formula": "C30H22AsFMgN7O4", "method": "wB97M-V/def2-TZVPD", "species": ["Mg", "N", "C", "N", "C", "N", "C", "C", "N", "C", "C", "N", "H", "H", "H", "H", "H", "F", "C", "C", "N", "C", "C", "O", "O", "C", "O", "N", "C", "O", "H", "H", "H", "H", "C", "C", "C", "C", "C", "C", "As", "C", "C", "C", "C", "C", "C", "C", "C", "C", "C", "C", "C", "H", "H", "H", "H", "H", "H", "H", "H", "H", "H", "H", "H", "H"], "positions_angstrom": [[-0.299, 0.927, -0.690], [-2.378, -2.713, -1.443], [-2.492, -1.459, -1.018], [-1.310, -0.874, -1.096], [-0.506, -1.853, -1.619], [-1.121, -2.981, -1.848], [0.890, -1.550, -1.932], [1.787, -2.465, -2.467], [3.032, -2.115, -2.751], [3.372, -0.848, -2.539], [2.482, 0.079, -2.015], [1.242, -0.285, -1.695], [-3.094, -3.420, -1.520], [-3.406, -1.017, -0.658], [1.482, -3.485, -2.661], [4.382, -0.554, -2.793], [2.749, 1.115, -1.852], [-1.526, -0.802, -4.481], [-0.796, 0.319, -4.524], [-1.317, 1.502, -4.206], [-0.571, 2.670, -4.229], [-0.921, 3.665, -3.201], [-0.694, 2.897, -1.908], [-1.669, 2.326, -1.338], [0.493, 2.622, -1.571], [0.765, 2.658, -4.635], [1.471, 3.633, -4.622], [1.225, 1.420, -5.061], [0.604, 0.187, -4.926], [1.180, -0.857, -5.121], [-2.343, 1.599, -3.878], [-1.960, 3.964, -3.313], [-0.252, 4.513, -3.303], [2.188, 1.407, -5.372], [-1.737, 0.013, 6.907], [-2.917, 0.124, 6.189], [-2.902, -0.006, 4.806], [-1.704, -0.244, 4.143], [-0.520, -0.355, 4.866], [-0.538, -0.227, 6.244], [-1.765, -0.390, 2.205], [-0.387, -1.731, 1.894], [-0.558, -3.107, 1.916], [0.510, -3.936, 1.601], [1.744, -3.393, 1.259], [1.921, -2.018, 1.234], [0.852, -1.184, 1.550], [0.886, 0.293, 1.540], [2.014, 1.091, 1.326], [1.903, 2.471, 1.390], [0.675, 3.077, 1.640], [-0.458, 2.301, 1.831], [-0.357, 0.909, 1.794], [-1.748, 0.110, 7.984], [-3.850, 0.310, 6.703], [-3.828, 0.082, 4.250], [0.420, -0.543, 4.358], [0.383, -0.315, 6.807], [-1.513, -3.542, 2.186], [0.384, -5.011, 1.623], [2.571, -4.046, 1.015], [2.887, -1.606, 0.967], [2.977, 0.635, 1.134], [2.779, 3.085, 1.231], [0.604, 4.155, 1.673], [-1.415, 2.773, 2.018]], "mulliken_charge": [1.777, 0.055, -0.417, 0.070, 0.108, -0.821, 0.308, -0.469, -0.529, -0.991, -0.838, 1.341, 0.159, 0.483, 0.554, 0.502, 0.616, -0.443, 0.437, -0.055, 0.046, -1.249, 0.957, -0.746, -0.707, 0.365, -0.589, 0.048, 0.141, -0.586, 0.498, 0.361, 0.456, 0.273, -0.451, -0.638, -0.561, 0.397, -0.055, -0.741, 0.355, 0.142, -0.836, -0.730, -0.855, -0.563, 0.943, 0.193, -0.101, -0.725, -0.899, -0.511, 0.000, 0.399, 0.391, 0.354, 0.272, 0.402, 0.474, 0.439, 0.444, 0.416, 0.484, 0.460, 0.451, 0.536], "e_tot_ev": -119088.45728, "gap_ev": 8.33, "charge": 1, "max_force_ev_per_a": 0.4, "multiplicity": 1, "relative_energy_ev": 0.339}

=====

Record 2
{"formula": "C6H12N2", "method": "wB97M-V/def2-TZVPD", "species": ["C", "C", "C", "C", "C", "N", "C", "N", "H", "H", "H", "H", "H", "H", "H", "H", "H", "H", "H", "H"], "positions_angstrom": [[-0.296, 2.232, -0.007], [1.354, -2.077, 0.962], [0.374, -0.164, -1.887], [-0.569, 0.838, 0.507], [0.581, -0.870, 0.575], [-1.830, 0.749, 1.133], [-0.268, -0.636, -0.598], [0.480, 0.238, 1.256], [-1.839, 0.436, 2.099], [-2.554, 0.189, 0.699], [-1.018, -1.416, -0.774], [-0.823, 2.400, -0.951], [0.769, 2.380, -0.190], [-0.620, 2.995, 0.708], [2.068, -2.335, 0.176], [1.895, -1.912, 1.894], [0.669, -2.921, 1.086], [-0.354, 0.331, -2.539], [0.797, -1.003, -2.452], [1.182, 0.546, -1.695]], "mulliken_charge": [-1.303, -1.179, -1.307, 0.978, 0.580, -0.619, -0.180, -0.801, 0.277, 0.238, 0.399, 0.243, 0.345, 0.384, 0.307, 0.330, 0.304, 0.318, 0.396, 0.290], "e_tot_ev": -9395.05345, "gap_ev": 9.33, "max_force_ev_per_a": 3.4, "multiplicity": 1, "relative_energy_ev": 1.796}

=====

Record 3
{"formula": "C9H11ClO3S", "method": "wB97M-V/def2-TZVPD", "species": ["C", "C", "C", "C", "C", "C", "C", "C", "C", "O", "O", "O", "S", "Cl", "H", "H", "H", "H", "H", "H", "H", "H", "H", "H", "H"], "positions_angstrom": [[2.738, 0.296, -2.719], [1.883, 1.395, -2.601], [2.506, -0.867, -2.013], [0.751, 1.275, -1.829], [1.392, -0.954, -1.252], [0.534, 0.150, -1.071], [-2.172, -1.189, 3.000], [-0.748, 0.073, -0.280], [-0.219, 0.687, 1.315], [-2.779, 0.855, 1.318], [-1.571, 1.403, 3.404], [-1.225, -1.220, -0.052], [-1.772, 0.543, 2.287], [0.956, -0.236, 2.180], [3.594, 0.210, -3.354], [1.787, 2.393, -3.069], [3.265, -1.766, -2.156], [0.156, 2.156, -1.939], [1.192, -1.929, -0.640], [-1.807, -1.173, 3.920], [-3.190, -1.258, 2.933], [-1.818, -1.837, 2.227], [-1.513, 0.741, -0.556], [0.256, 1.622, 1.087], [-2.194, -1.372, -0.139]], "mulliken_charge": [-0.432, -0.480, -0.339, -0.296, -0.291, 0.279, -1.102, -0.333, -0.343, -0.652, -0.675, -0.588, 1.283, -0.138, 0.361, 0.278, 0.236, 0.377, 0.214, 0.434, 0.424, 0.308, 0.635, 0.456, 0.384], "e_tot_ev": -39008.49848, "gap_ev": 9.62, "max_force_ev_per_a": 5.7, "multiplicity": 1}

=====

Record 4
{"formula": "C2F2NO3S", "method": "wB97M-V/def2-TZVPD", "species": ["C", "C", "N", "O", "O", "O", "F", "F", "S"], "positions_angstrom": [[1.182, -0.533, -0.233], [-0.044, 0.033, 0.484], [-1.056, 0.566, -0.412], [1.166, -1.602, -0.793], [-1.701, -0.188, -1.101], [-1.102, 1.786, -0.469], [0.086, 0.767, 1.562], [-0.887, -1.506, 1.165], [2.356, 0.675, -0.203]], "mulliken_charge": [0.161, 0.710, 0.846, -0.536, -0.492, -0.538, -0.178, -0.520, -0.454], "e_tot_ev": -25973.94409, "gap_ev": 6.99, "charge": -1, "max_force_ev_per_a": 4.6, "multiplicity": 1, "relative_energy_ev": 3.999}